Record 1
This record from the Open Molecules 2025 dataset describes a molecular structure, C41H44BCaCl4N2O5P2. The level of theory is wB97M-V/def2-TZVPD.

Geometry as XYZ:
```
100
Properties=species:S:1:pos:R:3:lowdin_charge:R:1
Ca -1.144 -0.141 0.234 1.281
Cl -7.932 -1.607 -0.854 0.606
C -6.469 -0.746 -0.493 -0.734
C -6.510 0.538 0.007 -0.730
Cl -8.035 1.320 0.283 0.607
C -5.312 1.216 0.290 -0.619
Cl -5.346 2.832 0.926 0.643
C -4.060 0.638 0.085 -0.434
O -2.926 1.221 0.350 -0.293
C -4.021 -0.707 -0.449 -0.415
O -2.854 -1.258 -0.629 -0.291
C -5.223 -1.353 -0.713 -0.606
Cl -5.126 -2.978 -1.346 0.634
C 2.339 2.456 2.121 -0.301
C 2.408 0.929 2.055 -0.372
P 2.539 0.268 0.343 1.076
C 2.633 -1.540 0.614 -0.389
C 2.385 -2.153 1.837 -0.103
C 2.400 -3.539 1.954 -0.079
C 2.674 -4.325 0.848 -0.096
C 2.922 -3.722 -0.381 -0.090
C 2.892 -2.344 -0.497 -0.112
C 4.317 0.592 -0.013 -0.363
C 4.670 1.417 -1.075 -0.109
C 6.005 1.684 -1.356 -0.090
C 7.002 1.122 -0.576 -0.101
C 6.663 0.290 0.485 -0.090
C 5.331 0.027 0.761 -0.089
C 1.214 3.112 1.302 -0.343
P 1.739 3.710 -0.387 1.063
C 1.027 5.404 -0.374 -0.377
C 0.088 5.867 -1.290 -0.084
C -0.349 7.186 -1.253 -0.088
C 0.147 8.063 -0.301 -0.103
C 1.091 7.615 0.614 -0.098
C 1.531 6.303 0.571 -0.124
C 0.607 2.857 -1.548 -0.421
C 1.151 2.462 -2.768 -0.122
C 0.378 1.807 -3.717 -0.077
C -0.956 1.537 -3.456 -0.078
C -1.518 1.931 -2.248 -0.075
C -0.741 2.591 -1.301 -0.129
H 3.301 2.887 1.826 0.089
H 2.192 2.720 3.172 0.103
H 1.482 0.524 2.472 0.035
H 3.237 0.568 2.672 0.086
H 2.154 -1.552 2.704 0.066
H 2.175 -3.994 2.910 0.100
H 2.674 -5.404 0.933 0.097
H 3.117 -4.332 -1.255 0.100
H 3.051 -1.882 -1.465 0.108
H 3.890 1.864 -1.678 0.057
H 6.261 2.333 -2.185 0.099
H 8.043 1.326 -0.794 0.096
H 7.439 -0.158 1.093 0.098
H 5.072 -0.638 1.577 0.104
H 0.830 3.979 1.841 0.076
H 0.355 2.453 1.147 0.059
H -0.320 5.193 -2.033 0.097
H -1.089 7.522 -1.968 0.101
H -0.200 9.088 -0.270 0.096
H 1.488 8.292 1.361 0.098
H 2.280 5.968 1.282 0.100
H 2.196 2.659 -2.972 0.082
H 0.824 1.496 -4.654 0.101
H -1.561 1.018 -4.188 0.103
H -2.556 1.729 -2.018 0.109
H -1.227 2.901 -0.381 0.109
C -0.999 0.059 6.183 -0.016
C -0.303 -0.759 5.108 -0.503
C 1.179 -0.888 5.450 -0.016
O -0.404 -0.062 3.854 -0.016
B -0.608 -0.968 2.793 -0.494
O -0.753 -2.249 3.370 -0.009
C -0.976 -2.120 4.785 -0.509
C -0.371 -3.319 5.496 -0.016
C -2.487 -2.099 5.001 -0.017
H -0.452 0.990 6.340 0.087
H -1.028 -0.485 7.131 0.089
H -2.015 0.311 5.889 0.085
H 1.630 0.105 5.424 0.091
H 1.701 -1.519 4.730 0.071
H 1.327 -1.311 6.446 0.088
H 0.678 -3.450 5.235 0.073
H -0.909 -4.222 5.204 0.088
H -0.451 -3.211 6.581 0.090
H -2.937 -1.241 4.503 0.097
H -2.746 -2.070 6.062 0.086
H -2.912 -3.002 4.563 0.092
C -1.758 -2.101 -3.473 -0.078
N -1.418 -3.035 -2.413 0.026
C -0.725 -2.555 -1.350 -0.654
N -0.762 -3.306 -0.205 0.194
O -0.044 -1.517 -1.421 -0.106
H -2.195 -2.657 -4.301 0.081
H -0.853 -1.603 -3.815 0.075
H -2.468 -1.351 -3.116 0.076
H -2.158 -3.674 -2.166 0.113
H -1.662 -3.702 0.026 0.108
H -0.300 -2.886 0.595 0.069
```

For the HOMO energy, the calculation gives -4.04 eV. As for the charge: -1. Its multiplicity is 1.

---

Record 2
This record from the Open Molecules 2025 dataset describes a molecular structure, C41H44Cl3N7OPtSSi2. The level of theory is wB97M-V/def2-TZVPD.

Geometry as XYZ:
```
100
Properties=species:S:1:pos:R:3:lowdin_charge:R:1
Pt 2.218 0.924 -1.449 1.092
C 1.894 5.089 -1.587 -0.086
C 3.146 5.587 -1.262 -0.079
C 4.175 4.745 -0.952 -0.018
C 4.014 3.357 -1.049 -0.304
N 2.755 2.879 -1.339 -0.060
C 1.769 3.738 -1.609 -0.195
N 5.135 2.591 -0.946 0.142
C 5.144 1.302 -0.870 -0.317
N 4.087 0.414 -0.913 -0.018
C 4.540 -0.884 -0.693 -0.311
N 3.818 -1.961 -0.606 0.140
C 2.580 -2.074 -1.156 -0.338
C 1.996 -3.359 -1.080 -0.027
C 0.973 -3.693 -1.945 -0.093
C 0.483 -2.735 -2.817 -0.115
C 1.029 -1.467 -2.802 -0.153
N 1.969 -1.084 -1.891 -0.082
C 5.979 -0.827 -0.529 -0.121
C 6.926 -1.835 -0.424 -0.027
C 8.270 -1.476 -0.456 -0.105
C 8.656 -0.144 -0.558 -0.104
C 7.713 0.880 -0.652 -0.023
C 6.370 0.524 -0.673 -0.109
H 1.025 5.723 -1.816 0.114
H 3.316 6.667 -1.226 0.114
H 5.137 5.152 -0.667 0.115
H 0.862 3.197 -1.900 0.006
H 2.392 -4.063 -0.344 0.112
H 0.597 -4.728 -1.993 0.112
H -0.377 -2.946 -3.464 0.108
H 0.739 -0.694 -3.519 0.075
H 6.656 -2.905 -0.343 0.118
H 9.044 -2.249 -0.386 0.100
H 9.717 0.109 -0.561 0.098
H 8.060 1.915 -0.727 0.112
C -1.306 4.019 -3.726 -0.187
Si -1.197 2.199 -3.357 0.461
C -0.178 1.428 -4.730 -0.204
C -2.942 1.501 -3.457 -0.176
C -0.114 1.859 -1.718 -0.304
Si -0.953 2.296 0.006 0.447
C -1.179 4.141 0.191 -0.192
C 0.221 1.732 1.350 -0.187
C -2.730 1.731 0.303 -0.176
H -1.822 4.135 -4.709 0.049
H -0.313 4.487 -3.832 0.033
H -1.886 4.579 -2.952 0.035
H -0.414 1.952 -5.677 0.039
H -0.396 0.351 -4.878 0.027
H 0.915 1.521 -4.544 0.037
H -3.190 1.357 -4.523 0.043
H -3.696 2.204 -3.057 0.038
H -3.092 0.514 -2.985 0.016
H 0.008 0.773 -1.446 -0.047
H -0.184 4.640 0.288 0.031
H -1.732 4.318 1.137 0.042
H -1.745 4.598 -0.643 0.025
H 1.072 1.152 0.985 -0.004
H -0.323 1.100 2.095 0.029
H 0.585 2.611 1.899 0.035
H -3.436 2.147 -0.435 0.034
H -3.029 2.133 1.301 0.038
H -2.889 0.638 0.367 0.013
Cl -7.526 0.343 0.622 0.683
C -6.202 -0.621 1.170 -0.663
C -6.000 -1.911 0.669 -0.088
C -4.959 -2.677 1.180 -0.029
C -4.040 -2.142 2.081 -0.178
C -2.890 -2.964 2.598 -0.294
C -2.058 -3.620 1.475 -0.075
N -1.555 -2.698 0.493 -0.052
C -2.230 -2.255 -0.636 -0.052
C -1.600 -1.111 -1.059 -0.165
N -0.583 -0.786 -0.193 0.054
C -0.608 -1.742 0.735 -0.119
O -3.418 -3.980 3.449 -0.083
C -2.572 -4.440 4.508 -0.152
C -2.088 -3.354 5.417 -0.325
C -0.837 -2.761 5.378 -0.951
Cl 0.521 -3.209 4.417 0.665
S -0.661 -1.450 6.526 0.983
C -2.302 -1.615 6.992 -0.427
C -2.914 -2.669 6.358 -0.148
C -4.235 -0.844 2.557 -0.545
Cl -3.162 -0.041 3.694 0.737
C -5.322 -0.085 2.121 -0.134
H -6.702 -2.331 -0.079 0.119
H -4.870 -3.738 0.877 0.136
H -2.252 -2.299 3.189 0.088
H -2.643 -4.375 0.939 0.135
H -1.191 -4.146 1.900 0.125
H -3.072 -2.795 -1.027 0.116
H -1.825 -0.471 -1.906 0.075
H 0.070 -1.818 1.579 0.129
H -1.723 -5.023 4.103 0.116
H -3.198 -5.169 5.059 0.141
H -2.782 -0.959 7.719 0.076
H -3.961 -2.951 6.527 0.127
H -5.472 0.917 2.519 0.106
```

For the HOMO energy (spin up / spin down), the calculation gives -4.69 / -7.41 eV. As for the charge: 0. Its multiplicity is 3.

---

no.,F_max (eV/A)
1,0.32
2,3.35